[1]
C30H32BN9O3STc as an isolated structure, computed with ωB97M-V/def2-TZVPD.

Computed properties:
LUMO energy (alpha / beta): -3.835 / -4.617 eV
<S²>: 2.027
multiplicity: 3
net charge: +1
total energy: -2384.5997 Ha
max |F|: 0.37 eV Å⁻¹
HOMO energy (alpha / beta): -0.4296 / -0.4325 Ha

Cartesian coordinates (Å):
Tc: -0.5963 -0.1094 0.5718
C: -2.2278 -3.7121 1.0453
C: -1.2918 -3.2563 -0.0299
C: -1.0552 -3.9914 -1.1842
C: -0.0500 -3.3308 -1.8545
N: 0.3099 -2.2696 -1.1401
N: -0.4738 -2.1673 -0.0233
B: 1.5569 -1.3618 -1.2753
N: 2.0885 -1.1113 0.1737
C: 3.3611 -1.2668 0.5325
C: 3.5258 -0.7613 1.8000
C: 2.2849 -0.2741 2.1911
C: 2.0917 0.4530 3.4815
N: 1.3935 -0.5084 1.1932
N: 1.1642 0.0100 -1.8332
C: 1.3240 0.5509 -3.0428
C: 1.0106 1.8902 -2.9613
C: 0.6762 2.1158 -1.6255
C: 0.4686 3.4443 -0.9790
N: 0.7306 0.9576 -0.9477
N: 2.6170 -2.0507 -2.0914
C: 3.0672 -3.3336 -1.9610
C: 4.2737 -3.4218 -2.5904
C: 4.5246 -2.1123 -3.0755
C: 5.7147 -1.6228 -3.8396
N: 3.5415 -1.2913 -2.7610
H: -2.2567 -4.7999 1.0153
H: -3.2436 -3.3514 0.8870
H: -1.9052 -3.4204 2.0382
H: -1.5370 -4.9134 -1.4648
H: 0.4567 -3.5674 -2.7759
H: 4.0741 -1.7090 -0.1458
H: 4.4331 -0.7203 2.3788
H: 3.0606 0.4901 3.9748
H: 1.3861 -0.0342 4.1495
H: 1.7604 1.4757 3.3197
H: 1.7195 -0.0317 -3.8575
H: 1.1058 2.6331 -3.7360
H: 1.3131 4.0864 -1.2306
H: 0.4133 3.3774 0.0999
H: -0.4320 3.9381 -1.3494
H: 2.5091 -4.0813 -1.4205
H: 4.8928 -4.2978 -2.7010
H: 6.0069 -2.3383 -4.6077
H: 6.5709 -1.4821 -3.1782
H: 5.4926 -0.6689 -4.3139
C: -2.5707 -0.7349 1.1399
H: -3.0922 0.1344 1.5229
H: -2.5704 -1.5000 1.8955
H: -2.9922 -1.0896 0.2017
O: -1.8568 0.2655 -1.2329
C: -2.1935 1.3923 -0.7873
N: -1.6743 1.7307 0.3943
S: -2.5283 3.0220 1.0728
O: -1.6225 4.0632 1.4411
O: -3.4698 2.5237 2.0242
C: -3.3586 3.3768 -0.4474
C: -4.1871 4.4442 -0.7208
C: -4.7736 4.4716 -1.9829
C: -4.5421 3.4633 -2.9162
C: -3.7102 2.3905 -2.6184
C: -3.1210 2.3715 -1.3690
H: -4.3747 5.2227 0.0075
H: -5.4282 5.2940 -2.2412
H: -5.0188 3.5179 -3.8853
H: -3.5179 1.6013 -3.3332
C: -0.9397 0.2813 5.4264
C: -0.9396 1.4099 4.6278
C: -0.8399 1.2954 3.2436
C: -0.7776 0.0407 2.6615
C: -0.7374 -1.0963 3.4626
C: -0.8166 -0.9754 4.8398
H: -1.0203 0.3741 6.5015
H: -1.0099 2.3963 5.0693
H: -0.7680 2.2041 2.6659
H: -0.6158 -2.0792 3.0266
H: -0.7831 -1.8660 5.4547

[2]
C30H32ClN3SSi2Y as an isolated structure in a non-equilibrium geometry, computed with ωB97M-V/def2-TZVPD.

Computed properties:
ΔE to the lowest compared entry with this formula, charge and spin: 470.75 kJ/mol
LUMO energy (alpha / beta): -3.581 / -3.603 eV
net charge: +1
total energy: -2801.9129 Ha
max |F|: 9.02 eV Å⁻¹
HOMO energy (alpha / beta): -0.3567 / -0.3507 Ha

Cartesian coordinates (Å):
C: -0.8070 -1.7473 4.1175
C: -1.7001 -1.4221 3.0542
C: -2.1873 -2.6490 2.5147
H: -2.0071 -0.4168 2.7842
C: -1.5345 -3.7214 3.1923
C: -0.6568 -3.1671 4.1627
H: -0.0409 -3.7068 4.8772
H: -0.4549 -1.0764 4.8923
H: -2.9528 -2.7634 1.7418
H: -1.7138 -4.7826 3.0260
Y: 0.4244 -2.6661 1.6999
Si: 0.0916 3.2981 1.0879
C: -0.7259 4.3972 -0.1480
C: 0.0339 4.8067 -1.2490
H: 1.0988 4.5610 -1.2831
C: -0.5864 5.4590 -2.3140
H: 0.0019 5.7167 -3.1893
C: -1.9568 5.7271 -2.2814
H: -2.4380 6.2096 -3.1308
C: -2.7057 5.3305 -1.1735
H: -3.7830 5.4781 -1.1611
C: -2.0935 4.6967 -0.0904
H: -2.6746 4.3887 0.7840
C: -0.2599 1.5745 0.5104
C: -1.5445 1.0941 0.2863
H: -2.4062 1.7762 0.3267
C: -1.7160 -0.2434 -0.0162
H: -2.6345 -0.6581 -0.4321
C: -0.8026 -1.1672 0.5750
H: -1.1028 -2.2607 0.5233
C: 0.6797 -0.6128 0.7389
H: 1.6157 -1.1591 1.0167
C: 0.8282 0.7378 0.2971
H: 1.8219 1.1246 0.0827
H: -0.3873 3.5891 2.4781
Si: 0.2294 -1.1285 -0.8968
C: 0.7159 -2.5496 -2.1255
C: 0.0407 -2.5453 -3.3604
H: -0.7280 -1.7928 -3.5742
C: 0.3774 -3.4503 -4.3723
H: -0.0873 -3.3530 -5.3549
C: 1.3007 -4.4683 -4.1082
H: 1.5207 -5.2155 -4.8707
C: 1.9458 -4.5118 -2.8650
H: 2.6312 -5.3273 -2.6310
C: 1.7333 -3.5049 -1.9165
H: 2.3390 -3.4862 -1.0007
C: 0.0516 0.2290 -2.3030
C: -1.1466 0.7422 -2.8150
H: -2.1148 0.3099 -2.5552
C: -1.1532 1.8731 -3.6458
H: -2.1047 2.3553 -3.8911
C: 0.0524 2.3916 -4.1258
H: 0.0556 3.2671 -4.7882
C: 1.2572 1.8070 -3.7227
H: 2.2142 2.1950 -4.0817
C: 1.2475 0.7466 -2.8052
H: 2.2073 0.3379 -2.4841
H: 1.4152 3.3534 1.0454
Cl: -0.0409 -4.8294 0.5794
N: 1.1976 -0.3538 3.0336
N: 1.6451 -0.4937 4.3651
C: 2.4506 -1.5773 4.6077
N: 2.9519 -1.5546 5.8552
S: 2.7265 -2.8059 3.4636
H: 0.4286 0.3227 2.9762
H: 1.9610 0.0692 2.4842
H: 1.8178 0.3876 4.8681
H: 3.5322 -2.3127 6.1914
H: 2.6057 -0.8719 6.5233

[3]
C30H32CoIN5S2 as an isolated structure in a non-equilibrium geometry, computed with ωB97M-V/def2-TZVPD.

Computed properties:
LUMO energy (alpha / beta): 4.172 / 4.167 eV
<S²>: 4.146
multiplicity: 4
net charge: -2
total energy: -3912.2218 Ha
max |F|: 8.17 eV Å⁻¹
HOMO energy (alpha / beta): 0.0090 / 0.0048 Ha

Cartesian coordinates (Å):
Co: -0.5342 -0.3595 -0.3024
C: 0.0760 3.2808 1.8829
C: -1.1123 2.5219 2.4031
C: -2.0647 3.1805 3.1950
C: -3.1787 2.4973 3.6782
C: -3.3591 1.1508 3.3696
C: -2.4192 0.4705 2.5828
C: -2.6406 -0.9777 2.2428
C: -1.2719 1.1503 2.1234
N: -0.3249 0.4671 1.3449
C: 0.6832 -0.1252 1.9094
C: 1.0082 -0.1461 3.3811
C: 1.5915 -0.9101 0.9671
C: 2.7597 -1.6493 1.5680
N: 1.2418 -0.8951 -0.2833
C: 1.9571 -1.6468 -1.2281
C: 1.5436 -2.9609 -1.5316
C: 0.3372 -3.5588 -0.8620
C: 2.2620 -3.7135 -2.4713
C: 3.3662 -3.1650 -3.1193
C: 3.7564 -1.8556 -2.8459
C: 3.0495 -1.0806 -1.9145
C: 3.4794 0.3339 -1.6449
H: -0.0490 4.3602 2.0205
H: 0.2072 3.1059 0.8101
H: 0.9818 2.9746 2.4154
H: -1.9478 4.2356 3.4311
H: -3.9154 3.0185 4.2840
H: -4.2433 0.6364 3.7379
H: -3.6330 -1.3160 2.5592
H: -1.8969 -1.6035 2.7461
H: -2.5750 -1.1325 1.1607
H: 0.3244 0.4606 3.9763
H: 2.0172 0.2446 3.5379
H: 0.9536 -1.1738 3.7504
H: 2.3912 -2.3986 2.2738
H: 3.4081 -0.9422 2.0922
H: 3.3675 -2.1626 0.8216
H: 0.5110 -3.6638 0.2135
H: 0.1094 -4.5534 -1.2600
H: -0.5434 -2.9299 -1.0294
H: 1.9573 -4.7294 -2.7111
H: 3.9144 -3.7540 -3.8500
H: 4.6104 -1.4370 -3.3734
H: 4.2041 0.6791 -2.3901
H: 3.9490 0.4041 -0.6587
H: 2.6226 1.0139 -1.6897
S: -1.0409 -1.8471 -1.9019
C: -0.1966 -1.7081 -3.4120
C: -0.2821 -2.7371 -4.3959
N: -0.3292 -3.5582 -5.2226
C: 0.5077 -0.5794 -3.5377
S: 0.4062 0.4714 -2.1601
C: 1.2882 -0.2206 -4.6761
N: 1.9164 0.0404 -5.6234
C: -1.9778 4.0818 -0.7404
C: -0.7233 3.7857 -0.2179
C: -0.3541 2.4541 -0.1137
N: -1.1427 1.4240 -0.4906
C: -2.3550 1.7425 -0.9942
C: -2.8128 3.0427 -1.1374
H: -2.3021 5.1140 -0.8374
H: -0.0491 4.5726 0.1005
H: 0.6149 2.1717 0.2877
H: -2.9697 0.8972 -1.2895
H: -3.7963 3.2402 -1.5483
I: -4.4690 -0.6461 0.2453
C: -2.4995 -0.5049 -0.0283
H: -1.9743 -0.6587 -0.9933
H: -1.7589 -0.2620 0.7612
H: -0.6315 -1.6616 0.6124

[4]
C30H32FMnN7O5S2 as an isolated structure in a non-equilibrium geometry, computed with ωB97M-V/def2-TZVPD.

Computed properties:
ΔE to the lowest compared entry with this formula, charge and spin: 0.00 kJ/mol
LUMO energy (alpha / beta): -1.093 / -1.085 eV
<S²>: 0.794
multiplicity: 2
total energy: -3969.1681 Ha
max |F|: 2.13 eV Å⁻¹
HOMO energy (alpha / beta): -0.2940 / -0.2944 Ha

Cartesian coordinates (Å):
Mn: 0.3167 -1.0138 -0.5557
N: -3.3898 6.8758 0.8724
C: -2.5686 5.7937 0.5939
C: -1.4991 5.4823 1.4332
C: -0.6504 4.4344 1.1321
C: -0.8531 3.6769 -0.0225
C: -1.9195 3.9802 -0.8675
C: -2.7715 5.0194 -0.5520
S: 0.3657 2.4528 -0.3793
O: 1.1150 2.3179 0.8463
O: 1.0440 2.8195 -1.5909
N: -0.4109 1.0255 -0.5322
C: -1.1756 0.7016 -1.6208
N: -1.7142 1.5425 -2.5041
C: -2.4275 0.9799 -3.4770
C: -2.6180 -0.3890 -3.6067
C: -1.9962 -1.1770 -2.6678
N: -1.3079 -0.6390 -1.6767
H: -3.4128 7.2166 1.8156
H: -4.2620 6.9343 0.3814
H: -1.3336 6.0695 2.3309
H: 0.1726 4.1878 1.7893
H: -2.0714 3.3996 -1.7674
H: -3.6067 5.2483 -1.2081
H: -2.8636 1.6625 -4.1993
H: -3.1972 -0.8171 -4.4132
H: -2.0309 -2.2579 -2.6963
C: 6.5777 2.6067 -2.0296
C: 6.1753 2.5974 -0.5675
C: 7.3502 2.3035 0.3483
C: 6.9247 2.4754 1.7964
C: 5.6957 1.6483 2.0902
C: 5.3980 1.2670 3.3760
C: 4.2743 0.4880 3.6345
F: 4.0228 0.1474 4.9104
C: 3.4473 0.0615 2.6448
C: 3.7317 0.4333 1.3256
C: 2.8437 0.0094 0.2554
O: 1.8134 -0.6545 0.5745
C: 3.1984 0.3683 -1.0493
C: 4.2931 1.1626 -1.2427
N: 5.0957 1.6086 -0.2777
C: 4.8421 1.2327 1.0473
C: 2.4329 0.0036 -2.2891
O: 2.9241 0.2620 -3.3740
O: 1.2707 -0.5561 -2.1315
H: 7.4211 3.2890 -2.1390
H: 5.7835 2.9602 -2.6897
H: 6.8930 1.6117 -2.3609
H: 5.7776 3.5794 -0.3044
H: 8.1726 2.9741 0.1003
H: 7.6871 1.2765 0.1689
H: 6.7073 3.5315 1.9842
H: 7.7244 2.1917 2.4789
H: 6.0438 1.5640 4.1983
H: 2.5849 -0.5585 2.8529
H: 4.5107 1.4484 -2.2606
S: 0.5597 -3.0486 -0.7918
C: -1.9493 -2.4226 1.0941
C: -2.8502 -2.5444 2.3514
N: -2.3900 -1.6414 3.4100
C: -2.5175 -0.2648 2.9235
C: -1.7574 -0.0819 1.5836
N: -0.9799 -1.3117 1.2587
C: -0.1066 -1.6016 2.4191
C: -0.9710 -1.9193 3.6692
H: -2.5317 -2.2165 0.1961
H: -1.3820 -3.3290 0.9205
H: -2.8311 -3.5657 2.7329
H: -3.8876 -2.2981 2.1211
H: -2.1210 0.4062 3.6867
H: -3.5773 -0.0347 2.8023
H: -1.0657 0.7480 1.6303
H: -2.4398 0.1033 0.7573
H: 0.5069 -0.7189 2.5735
H: 0.5478 -2.4234 2.1415
H: -0.6490 -1.3187 4.5211
H: -0.8789 -2.9682 3.9521

[5]
C30H32N2O4PSTi as an isolated structure in a non-equilibrium geometry, computed with ωB97M-V/def2-TZVPD.

Computed properties:
ΔE to the lowest compared entry with this formula, charge and spin: 205.34 kJ/mol
LUMO energy (alpha / beta): -2.741 / -2.930 eV
<S²>: 2.028
multiplicity: 3
net charge: +1
total energy: -3161.6524 Ha
max |F|: 1.38 eV Å⁻¹
HOMO energy (alpha / beta): -0.3179 / -0.4203 Ha

Cartesian coordinates (Å):
Ti: 0.3093 -0.9969 0.7856
O: 2.7693 -2.3200 0.3203
N: 2.2227 -0.9869 0.3280
C: 3.2490 -0.1006 0.2409
C: 3.2164 1.3178 0.3801
C: 4.4723 1.9691 0.2660
C: 4.6083 3.3224 0.4382
C: 3.4901 4.1117 0.7375
C: 2.2540 3.5114 0.8317
C: 2.0901 2.1329 0.6524
P: 0.4238 1.4653 0.6311
C: -0.5080 2.3765 1.8883
C: -1.8446 2.7252 1.7019
C: -2.5816 3.2542 2.7544
C: -1.9918 3.4233 3.9988
C: -0.6619 3.0696 4.1913
C: 0.0770 2.5432 3.1430
C: -0.2629 1.9677 -0.9854
C: -0.3567 0.9910 -1.9767
C: -0.8129 1.3059 -3.2489
C: -1.1822 2.6096 -3.5387
C: -1.0811 3.5964 -2.5639
C: -0.6189 3.2802 -1.2951
H: 3.5795 -2.2874 0.8488
H: 4.2282 -0.5291 0.0659
H: 5.3474 1.3664 0.0470
H: 5.5867 3.7792 0.3479
H: 3.5934 5.1778 0.8938
H: 1.3877 4.1224 1.0632
H: -2.3145 2.5957 0.7349
H: -3.6162 3.5337 2.6004
H: -2.5686 3.8298 4.8201
H: -0.2016 3.1970 5.1627
H: 1.1101 2.2563 3.2992
H: -0.0446 -0.0267 -1.7729
H: -0.8719 0.5394 -4.0124
H: -1.5424 2.8619 -4.5281
H: -1.3604 4.6169 -2.7953
H: -0.5345 4.0577 -0.5451
N: -1.9125 -0.7862 0.5352
C: -2.6494 -1.0947 1.8208
C: -1.9021 -0.6693 3.0895
C: -0.6266 -1.4499 3.3421
O: -0.5415 -2.3249 4.1434
O: 0.4441 -1.0490 2.5728
H: -2.1340 0.1684 0.2689
H: -2.3007 -1.3708 -0.1990
H: -2.8184 -2.1623 1.8460
H: -3.6147 -0.5953 1.8022
H: -2.5552 -0.8396 3.9421
H: -1.6619 0.3937 3.0449
C: -1.1093 -2.7336 -5.2471
C: -0.7535 -2.9572 -3.8006
C: 0.5728 -2.9535 -3.3749
C: 0.9058 -3.1626 -2.0435
C: -0.1141 -3.3765 -1.1185
C: -1.4464 -3.3966 -1.5222
C: -1.7561 -3.1870 -2.8545
S: 0.1984 -3.6202 0.6402
C: 0.7324 -5.3172 0.6415
O: -1.1511 -3.4997 1.2775
H: -0.2288 -2.5000 -5.8439
H: -1.8233 -1.9143 -5.3515
H: -1.5782 -3.6248 -5.6692
H: 1.3640 -2.7874 -4.0975
H: 1.9398 -3.1501 -1.7291
H: -2.2211 -3.5991 -0.7901
H: -2.7932 -3.2148 -3.1722
H: -0.0928 -5.9003 0.2304
H: 0.9393 -5.5876 1.6763
H: 1.6305 -5.3980 0.0288

[6]
A 8-piece molecular cluster, C30H32N3O16 overall in a non-equilibrium geometry, computed with ωB97M-V/def2-TZVPD.

Computed properties:
LUMO energy: -0.906 eV
net charge: -1
total energy: -2529.6455 Ha
max |F|: 13.28 eV Å⁻¹
HOMO energy: -0.1828 Ha

Cartesian coordinates (Å):
C: -26.7369 -29.9434 11.9388
C: -27.4233 -28.6467 12.3007
O: -26.7546 -27.7775 12.6449
N: -28.9578 -28.7614 12.2775
H: -29.1136 -28.6977 11.3391
H: -29.2446 -29.8040 12.4474
C: -29.5215 -27.8227 13.3011
H: -25.8959 -29.9690 11.4290
H: -27.3553 -30.5821 11.2353
H: -26.3160 -30.4151 12.8622
H: -30.5171 -27.6817 13.2943
H: -29.0936 -26.8066 13.4409
H: -29.0991 -28.2774 14.0915
N: -31.3252 -30.3604 10.8278
O: -30.2359 -30.9327 10.7374
O: -31.8613 -30.2730 11.9514
O: -31.6942 -29.4277 9.9946
N: -29.0042 -31.4978 14.8518
O: -29.0885 -31.2969 13.6223
O: -29.7228 -32.4010 15.3603
O: -28.4260 -30.6875 15.5809
C: -30.0524 -25.5042 9.0794
C: -29.1251 -26.6279 8.9377
C: -27.7750 -26.2370 9.2028
O: -29.4609 -27.6843 9.8144
H: -31.0514 -25.7858 8.7125
H: -29.7546 -24.7006 8.3237
H: -30.1568 -25.1527 10.0679
H: -29.3329 -27.0154 7.8949
H: -27.6203 -25.4514 8.6159
H: -26.9909 -26.8165 9.1116
H: -27.7109 -25.7779 10.1776
H: -30.3480 -27.9044 9.5473
C: -26.0003 -25.0291 15.8659
C: -24.8290 -24.2708 16.5962
C: -25.0821 -22.7556 17.0422
O: -24.2037 -22.1681 17.5455
C: -26.3620 -22.1738 16.4860
C: -27.3390 -22.9770 15.7883
C: -27.1857 -24.4196 15.4924
O: -28.1219 -25.0454 14.8832
H: -25.8655 -26.1252 15.5764
H: -23.8865 -24.5393 16.9949
H: -26.5452 -21.3462 16.7983
H: -28.2949 -22.5879 15.3844
C: -34.0288 -24.7295 12.8210
C: -35.1473 -23.8783 13.3287
C: -34.9227 -23.2276 14.7634
O: -35.7933 -22.6385 15.3326
C: -33.6210 -23.4943 15.4006
C: -32.5333 -24.2317 14.6563
C: -32.7505 -24.8098 13.3766
O: -31.8236 -25.2505 12.8206
H: -34.2564 -25.2019 11.9263
H: -36.1436 -23.7031 12.7499
H: -33.5632 -23.1999 16.5857
H: -31.5445 -24.5549 15.1665
C: -22.9720 -26.7153 13.1157
C: -23.2249 -27.8932 12.1620
C: -22.9717 -29.3653 12.7411
O: -23.0955 -30.3260 11.9890
C: -22.6358 -29.4254 14.0771
C: -22.3740 -28.2374 14.9881
C: -22.5386 -26.8168 14.5182
O: -22.4351 -25.8458 15.2344
H: -23.1203 -25.6563 12.7204
H: -23.5238 -27.4740 11.2272
H: -22.6427 -30.5028 14.3280
H: -21.9095 -28.2422 16.0658
C: -26.3258 -34.3128 6.5431
C: -26.1344 -33.0646 7.2489
C: -26.3463 -33.0669 8.7738
O: -26.3437 -32.0258 9.4502
C: -26.7987 -34.2655 9.3866
C: -27.0533 -35.4627 8.5993
C: -26.7764 -35.4868 7.1459
O: -26.7811 -36.6116 6.6035
H: -26.0217 -34.1658 5.3158
H: -25.7870 -32.1046 6.5322
H: -26.8361 -34.1679 10.5069
H: -27.5592 -36.4717 8.9865

- Among the records above, which one has the lowest max |F|?
  C30H32BN9O3STc